No. 1
Formula: C3H8NO
Source: the Open Molecules 2025 dataset
Level of theory: the ωB97M-V functional and the def2-TZVPD basis

Output
Net charge = -1
Energy above the lowest of the compared OMol25 structures with the same formula, charge and spin = 25.68 kcal/mol
HOMO-LUMO gap = 7.014 eV
LUMO energy = 4.5 eV
HOMO level = -2.5 eV
E = -249.04569 hartree

Last column: natural (NBO) charge in e.
Cartesian coordinates (Å):
H: 0.50727 -0.83853 -0.52029  0.26
H: 2.04151 -0.74646 -1.42901  0.17
N: 0.65335 0.74302 -1.91619  -0.44
H: 0.00503 1.05498 0.03389  0.24
C: 0.96069 -0.63697 -1.49334  -0.48
H: -0.97941 0.04439 3.30150  0.07
H: 0.54155 -1.31874 -2.22829  0.17
O: -0.49225 -0.45668 1.34654  -1.00
C: 0.17555 1.45191 -0.98325  -0.09
H: -2.22135 -0.87445 2.42503  0.07
H: -0.09620 2.48154 -1.20160  0.13
C: -1.11315 -0.73935 2.51285  -0.18
H: -0.75330 -1.67688 3.00208  0.07


No. 2
Formula: C26H38ClF5N3O11
Source: the Open Molecules 2025 dataset
Level of theory: the ωB97M-V functional and the def2-TZVPD basis

Output
Net charge = +1
HOMO-LUMO gap = 6.182 eV
LUMO energy = -4.9 eV
HOMO level = -11.1 eV
E = -2964.61463 hartree

Last column: Löwdin charge in e.
Cartesian coordinates (Å):
H: -3.47181 6.33081 0.79078  0.12
C: -4.45280 -6.44590 6.31388  -0.08
H: -0.96298 -4.80477 -0.48800  0.12
H: 0.90220 1.88235 0.81677  0.14
F: -0.47785 -1.51273 -1.98658  0.09
Cl: -0.48487 3.12621 4.08306  0.65
H: 2.47835 -0.56166 -3.04023  0.12
C: -1.21060 -4.07885 2.72281  -0.47
C: 7.16079 -0.39813 -4.03666  -0.08
F: -1.54465 0.20327 -3.37592  0.09
C: -0.61912 -0.32897 -1.19236  -0.29
H: -3.88388 -7.13234 5.68226  0.13
N: 0.00968 4.16948 -0.96441  0.20
C: 1.14877 1.63393 -3.88319  -0.15
C: -4.92417 6.11186 2.38924  -0.15
H: -4.86597 -6.96850 7.17640  0.13
C: 8.61260 0.54307 -5.63806  -0.16
O: 7.49577 1.44657 -2.51581  0.11
C: 8.11174 -0.79458 -5.14570  -0.16
H: 3.88401 0.14505 -2.08570  0.14
H: -2.57471 -5.47585 6.90063  0.12
C: -3.62791 -5.24646 6.72969  -0.16
C: -5.54206 -5.81130 5.49194  -0.48
F: -1.29587 -0.72468 -0.02634  0.12
O: -0.80714 -5.37711 2.74428  0.04
O: -4.03665 2.78039 3.04320  0.12
C: -0.56190 -5.82099 1.40450  -0.16
H: -2.23331 -3.00941 1.15989  0.13
H: 6.15322 -0.20582 -4.41192  0.10
C: 3.40520 -0.56466 -5.18604  -0.23
C: 7.75796 0.89512 -3.55505  -0.48
H: 2.74191 0.00220 -5.94346  0.16
C: -1.32331 -3.59180 1.30405  -0.10
H: -0.36082 4.72483 -1.76905  0.12
N: -0.71463 2.10365 -2.11805  0.08
O: -3.27808 4.54415 1.82738  -0.03
H: -1.79854 3.13191 0.69124  0.12
O: 8.61862 1.39155 -4.48433  0.03
H: 9.62108 0.47570 -6.04968  0.13
C: -5.00309 4.96423 3.37566  -0.07
O: 0.75194 4.35794 2.10904  -0.02
H: -4.61119 5.24325 4.35660  0.14
H: -0.89831 2.43551 -4.28502  0.16
C: -0.63656 2.84004 -0.99272  -0.17
H: 2.13410 1.98204 -1.79659  0.10
H: -6.01807 4.57718 3.46158  0.14
C: -1.36150 -4.88892 0.52462  -0.16
H: -5.09435 7.09039 2.84064  0.13
N: -1.19047 2.37570 0.30173  0.06
H: -4.03519 -4.82364 7.65382  0.12
H: 7.95159 0.98324 -6.39093  0.13
H: -0.88139 -6.85886 1.29715  0.13
H: 0.51261 -5.75927 1.20791  0.13
H: -0.40422 4.65729 -0.13839  0.11
H: -0.46079 1.19168 1.91987  0.14
C: -3.85012 -4.28569 5.58549  -0.16
C: 2.40284 1.75220 -2.88078  -0.14
H: 7.64669 -1.39527 -5.92935  0.12
H: 3.13328 2.53514 -3.31376  0.14
O: -5.17916 -4.55337 5.12066  0.03
C: -3.53526 5.95529 1.81409  -0.16
O: -1.40890 -3.41795 3.71051  0.11
H: -3.15212 -4.45283 4.76110  0.10
C: -0.10908 2.10684 1.30472  -0.14
O: 4.03547 0.26024 -4.18405  -0.14
C: -0.13210 2.53556 -3.42372  -0.09
C: -4.08770 3.94768 2.75311  -0.48
H: 1.49906 2.03220 -4.90235  0.13
O: 3.55551 -1.80745 -5.25091  0.07
H: -5.67020 5.96970 1.60096  0.13
H: 8.94304 -1.37120 -4.72773  0.12
C: 3.20338 0.33572 -2.98055  -0.17
H: -2.77472 6.45405 2.42215  0.13
H: 0.87791 0.52813 -3.99260  0.11
H: -2.39473 -5.24276 0.45174  0.13
C: 0.12855 3.28829 2.35636  -0.64
F: 0.69544 0.06693 -0.85990  0.09
H: -3.77542 -3.24502 5.90589  0.13
H: 0.22982 3.61538 -3.45646  0.14
H: -0.44027 -2.99615 1.06067  0.12
H: 7.13998 -1.14208 -3.24023  0.13
C: -1.42771 0.78023 -2.06837  -0.21
F: -2.78142 0.92847 -1.62501  0.11
O: -6.57538 -6.33765 5.16788  0.11


No. 3
Formula: C53H56AsBiCl2FNO4SSb2
Source: the Open Molecules 2025 dataset
Level of theory: the ωB97M-V functional and the def2-TZVPD basis

Output
Net charge = 0
Energy above the lowest of the compared OMol25 structures with the same formula, charge and spin = 41.15 kcal/mol
HOMO-LUMO gap = 6.756 eV
LUMO energy = -0.6 eV
HOMO level = -7.4 eV
E = -6758.17608 hartree

Last column: Löwdin charge in e.
Cartesian coordinates (Å):
H: 1.66339 -2.50339 -4.34604  0.06
S: 1.65006 -1.63080 2.47838  0.54
H: 2.04034 -5.43450 -0.29267  0.04
C: 4.97119 3.11360 -0.48368  -0.13
C: 0.55978 -4.87987 -3.83629  -0.13
H: -3.23630 2.25952 -3.02845  0.09
H: 4.33945 -2.66289 -1.55923  0.08
H: -3.72436 3.70062 0.97133  0.09
H: -5.07538 -0.35955 0.61799  0.09
H: -4.51649 -1.08193 -1.05440  0.08
H: -1.47749 -0.34331 -4.86061  0.11
Sb: 0.26410 -2.85992 -1.32362  1.52
H: -4.34623 4.27628 -3.88549  0.11
H: 0.14790 -6.29257 -0.95241  0.06
H: 0.39849 4.02178 1.28477  0.08
O: -0.95711 1.54445 -0.03104  -0.60
H: -3.42128 2.04874 4.58573  0.11
H: -1.35738 -6.55029 -0.08007  0.08
H: -3.67447 -3.67098 3.08572  0.12
Cl: -3.61780 -3.87908 5.91629  0.67
H: 2.58685 -2.96644 0.03183  0.01
C: -4.50409 4.95133 -0.58449  -0.08
C: -3.01961 -2.90736 3.47922  -0.06
H: 4.55217 3.84061 0.19848  0.10
H: 2.51479 4.12916 2.43659  0.09
H: 2.73424 -5.30642 -1.91143  0.06
H: -0.47229 6.14313 0.38102  0.10
As: -2.55113 1.21346 -0.26949  1.25
C: -2.37000 -2.02893 2.59134  -0.14
C: 3.21978 -1.88005 2.02177  -0.88
C: 2.73508 -4.87551 -0.91346  -0.13
H: -6.25213 -0.56649 2.74728  0.11
C: -4.20963 4.15374 -2.82243  -0.07
C: -3.83621 -0.92149 -1.87679  -0.09
H: -4.80440 -2.36682 -3.11310  0.11
H: 0.82783 -4.77563 1.27187  0.06
H: 1.70713 5.49305 -3.23010  0.10
C: 6.75775 2.39065 -1.90916  -0.09
C: -1.94832 -1.83910 5.34856  -0.10
H: -0.27279 1.80832 2.09645  -0.04
H: -4.88289 5.69382 0.10302  0.11
H: 2.61711 3.40425 -2.30545  0.10
C: -0.78148 -4.48785 -0.16613  -0.53
H: 3.33767 -3.21744 -2.90324  0.06
H: -1.80990 -4.11993 -0.12734  0.05
C: -0.22400 -4.49695 1.25097  -0.16
H: 0.27790 -1.46535 -4.01824  0.03
H: 7.73787 2.55179 -2.33488  0.10
H: -3.42413 -2.86608 0.94226  0.14
C: 6.03827 1.25194 -2.22276  -0.09
H: -3.31412 -1.97034 -5.03918  0.11
H: 0.18461 -5.66397 -3.18820  0.04
C: 4.87640 1.42313 3.82419  -0.08
H: 0.29156 -5.12568 -4.86651  0.08
H: 1.64372 -4.85879 -3.76930  0.06
C: -3.78936 1.53024 3.71272  -0.06
C: -0.01165 -3.52582 -3.47843  -0.51
H: 5.52979 0.65142 4.20396  0.11
H: 0.18104 6.88408 -1.88048  0.10
C: 4.24456 1.24271 2.60691  -0.14
C: -3.58221 3.01919 -2.33756  -0.08
H: 0.25804 -2.58440 -5.39746  0.08
H: 0.56801 1.65279 3.37306  -0.01
C: 1.58539 3.58569 -0.43914  -0.34
C: 2.41341 -3.39070 -0.96015  -0.52
H: -1.39553 -5.86275 -1.70155  0.06
H: 6.45361 0.52134 -2.90196  0.10
C: -4.90419 0.71311 3.80938  -0.06
C: 3.37868 2.20627 2.11459  -0.37
C: 0.70021 4.35234 0.30269  -0.14
O: 0.52238 2.13064 2.53635  -0.15
N: 4.31808 -2.07511 1.73422  0.09
H: 6.77233 4.21953 -0.79049  0.10
C: -1.91578 0.16461 -2.82122  -0.12
H: 3.65486 4.47201 4.59878  0.10
H: -5.17909 5.99473 -2.32681  0.10
Cl: -0.32453 0.27844 5.13996  0.78
C: -3.40466 2.84273 -0.97128  -0.25
O: -2.02429 -1.58543 0.26708  -0.24
H: 3.73240 -5.00487 -0.49141  0.08
C: -3.86290 3.82424 -0.09796  -0.09
C: -4.00029 -1.64725 -3.04257  -0.07
C: -2.62047 -2.15438 1.19871  -0.23
C: 6.21827 3.32598 -1.04076  -0.08
C: 3.17801 3.37270 2.82918  -0.13
C: -4.70288 0.17599 1.47882  -0.09
C: -0.83901 -5.88039 -0.76795  -0.15
H: 5.13553 2.71939 5.50736  0.10
H: -1.78740 -1.77265 6.41175  0.11
Bi: 0.40498 -0.43483 0.48818  1.43
C: -2.79704 -0.01314 -1.76229  -0.31
H: 3.00367 -1.66617 -2.12965  0.02
C: 0.20225 5.53892 -0.21263  -0.09
C: 1.43070 5.17940 -2.23393  -0.09
H: -0.31467 -3.51297 1.71188  0.01
H: -1.10054 -3.53532 -3.58339  0.07
H: 4.42973 0.34297 2.03623  0.06
C: -1.33485 -0.95898 4.50044  -0.57
H: -1.08314 0.85126 -2.70470  0.11
H: -0.77296 -5.20444 1.87442  0.08
C: -4.67893 5.11746 -1.94717  -0.08
C: -2.11466 -0.52288 -4.00818  -0.08
H: -5.40681 0.59157 4.75616  0.11
C: -5.37020 0.05442 2.68650  -0.07
O: -1.03909 -0.07368 2.34336  -0.35
C: -3.57191 0.97038 1.38048  -0.28
C: -3.15489 -1.43180 -4.11666  -0.08
Sb: 2.36127 1.69930 0.27220  1.53
H: 4.22799 0.15099 -1.90691  0.07
C: 3.81813 3.56029 4.04243  -0.09
C: 1.93587 4.00033 -1.71476  -0.12
C: -1.53091 -0.98687 3.09132  -0.43
C: 3.32406 -2.68710 -1.95303  -0.15
C: 4.25123 1.96810 -0.78707  -0.34
C: 0.58037 -2.44880 -4.36525  -0.16
C: 0.56691 5.95666 -1.48059  -0.09
C: 4.65487 2.58032 4.54984  -0.09
C: -3.14186 1.67523 2.49823  -0.11
C: 4.78801 1.04031 -1.66089  -0.11
H: -2.26983 2.31493 2.41637  0.11
C: -2.80735 -2.81377 4.82582  -0.67
F: 1.41526 -0.25618 -1.64449  -0.71


No. 4
Formula: C4H6NO3
Source: the Open Molecules 2025 dataset
Level of theory: the ωB97M-V functional and the def2-TZVPD basis

Output
Net charge = -2
Energy above the lowest of the compared OMol25 structures with the same formula, charge and spin = 34.52 kcal/mol
HOMO-LUMO gap (spin up / spin down) = 5.316 / 7.597 eV
LUMO energy (spin up / spin down) = 7.2 / 7.1 eV
2S+1 = 2
HOMO level (spin up / spin down) = 1.8 / -0.5 eV
E = -436.34606 hartree

Last column: natural (NBO) charge in e.
Cartesian coordinates (Å):
C: 2.00311 -0.10973 -0.13134  0.77
H: -0.32688 -0.40569 -1.26506  0.20
H: -0.38326 1.31356 -0.66705  0.20
H: 0.78092 0.42982 1.50522  0.19
O: -2.09635 -1.05513 0.91175  -0.83
O: 2.71632 0.77942 0.40249  -0.83
O: 2.26407 -0.75294 -1.19254  -0.82
H: 0.31616 -1.23354 0.91435  0.21
H: -3.72561 0.58356 -0.50190  0.29
C: 0.64207 -0.23349 0.65582  -0.52
N: -2.78881 0.99173 -0.54314  -0.91
C: -0.45496 0.24640 -0.35994  -0.45
H: -2.22891 0.99636 0.65222  0.24
C: -1.85406 0.03066 0.20055  0.27


No. 5
Formula: C6H8N
Source: the Open Molecules 2025 dataset
Level of theory: the ωB97M-V functional and the def2-TZVPD basis

Output
Net charge = +1
Energy above the lowest of the compared OMol25 structures with the same formula, charge and spin = 128.91 kcal/mol
HOMO-LUMO gap = 10.732 eV
LUMO energy = -3.3 eV
HOMO level = -14.0 eV
E = -287.75081 hartree

Last column: natural (NBO) charge in e.
Cartesian coordinates (Å):
H: -0.55284 -1.00074 -1.70468  0.26
H: 1.81176 1.03572 -1.33302  0.45
N: 1.26635 1.09788 -0.40357  -0.53
H: 1.31925 -1.99654 -0.39426  0.27
H: 1.54612 0.26243 1.59675  0.26
H: -2.79563 -0.68782 0.27971  0.25
C: -0.56211 -0.68404 -0.62887  -0.25
H: 0.51475 -2.03539 0.96644  0.29
C: 0.58257 -1.28016 0.15800  -0.48
C: -1.86493 -0.21838 0.01376  -0.10
C: -1.45346 1.05774 0.26473  -0.21
C: -0.10007 0.68201 -0.17545  0.12
H: 1.43703 1.90857 0.10002  0.43
H: -2.14577 1.84685 0.58138  0.27
C: 0.99700 0.01188 0.67905  -0.03


No. 6
Formula: C2H3Br
Source: the Open Molecules 2025 dataset
Level of theory: the ωB97M-V functional and the def2-TZVPD basis

Output
Net charge = 0
Energy above the lowest of the compared OMol25 structures with the same formula, charge and spin = 29.58 kcal/mol
HOMO-LUMO gap = 11.490 eV
LUMO energy = 0.7 eV
HOMO level = -10.8 eV
E = -2651.93018 hartree

Last column: natural (NBO) charge in e.
Cartesian coordinates (Å):
H: -2.75069 -2.02916 -1.41514  0.22
C: -1.02444 -0.67575 -1.20310  -0.22
H: 3.53909 2.17584 2.92475  0.20
Br: 2.49427 1.90321 2.00322  -0.20
H: -0.28410 0.00793 -0.98341  0.22
C: -1.97413 -1.38207 -1.32632  -0.22